No. 1
Computed, not measured: a molecular structure, C2HN3O3, with wB97M-V/def2-TZVPD.

Each line ends with the natural charge from an NBO analysis.
Atoms and positions in Å:
C 1.44200 0.08878 -0.05710  0.76
C -0.09758 -0.06471 -0.31141  0.12
H 1.40203 -1.64289 0.61056  0.51
N -0.79296 -1.10919 -0.23435  -0.26
N -1.96901 -0.70604 -0.16300  0.13
N -0.71016 1.08304 0.28500  0.00
O 2.09574 -1.01886 0.30182  -0.63
O 1.73295 1.25578 -0.26267  -0.52
O -1.97414 0.59106 0.25922  -0.11

Atoms 1-3, force components in eV/Å:
-2.773 2.426 -2.128
5.868 6.701 5.274
0.675 0.110 -0.373

## Properties
- HOMO energy (eV) = -11.1
- relative energy (zero: lowest compared OMol25 entry of this formula, charge and spin) (kcal per mole) = 137.88
- net charge = 0

***

No. 2
Computed, not measured: a single C2HN3OS2 molecule, with wB97M-V/def2-TZVPD.

Each line ends with the natural charge from an NBO analysis.
Atoms and positions in Å:
S 2.49421 -1.31529 0.30170  0.25
N 1.65243 0.04972 0.06364  -0.58
S 2.14977 1.64002 -0.08353  0.18
C 0.26366 -0.03999 0.18841  0.40
N -0.41646 -0.38771 -0.86314  -0.48
C -1.68651 -0.21408 -0.51941  0.36
O -1.63035 0.23650 0.80172  -0.30
N -0.31142 0.49164 1.26166  -0.07
H -2.51534 -0.46082 -1.15105  0.23

Atoms 1-3, force components in eV/Å:
-0.032 0.251 -0.310
1.990 1.291 0.837
0.101 -1.322 -0.188

## Properties
- HOMO energy (eV) = -9.2
- relative energy (zero: lowest compared OMol25 entry of this formula, charge and spin) (kcal per mole) = 40.33
- net charge = 0

***

No. 3
Computed, not measured: a gas-phase ion, C2HN6 (charge -1), with wB97M-V/def2-TZVPD.

Each line ends with the natural charge from an NBO analysis.
Atoms and positions in Å:
C -1.69016 -0.36305 -0.27730  0.20
N -1.92678 -0.85362 0.84654  -0.25
N -1.08428 0.61839 0.50298  -0.33
C 0.25174 0.42803 0.27313  0.24
N 1.30413 1.23639 0.58719  -0.32
N 2.37499 0.65433 0.07443  -0.19
N 2.00467 -0.54962 -0.46401  -0.16
N 0.77259 -0.71667 -0.26600  -0.37
H -2.00691 -0.45417 -1.27697  0.18

Atoms 1-3, force components in eV/Å:
-1.728 0.299 2.321
0.627 0.303 -0.685
-0.913 -0.005 -0.583

## Properties
- HOMO energy (eV) = -4.2
- relative energy (zero: lowest compared OMol25 entry of this formula, charge and spin) (kcal per mole) = 58.79
- net charge = -1

***

No. 4
Computed, not measured: a gas-phase ion, C2HN6O6 (charge -1), with wB97M-V/def2-TZVPD.

Each line ends with the natural charge from an NBO analysis.
Atoms and positions in Å:
O -1.41375 -2.60536 -0.10738  -0.33
N -0.53659 -1.83822 -0.36181  0.27
O 0.67346 -1.99002 0.45056  -0.31
N 1.47474 -0.84512 0.34303  -0.30
C 0.64789 0.38410 0.55244  0.22
N 1.36626 1.65856 0.10789  0.55
O 1.05818 2.72976 0.59605  -0.38
O 2.14671 1.52902 -0.76338  -0.36
N 0.10217 0.35275 1.96919  -0.23
N -1.09410 0.17187 1.51724  -0.11
C -0.81321 0.18526 0.19909  0.03
N -1.55417 0.35840 -0.98397  0.49
O -1.04622 0.90656 -1.99974  -0.46
O -2.68140 -0.18450 -0.89748  -0.43
H 1.67001 -0.81305 -0.62172  0.34

Atoms 1-3, force components in eV/Å:
1.946 0.670 0.617
-1.024 -1.047 -2.050
-0.518 -0.380 1.994

## Properties
- HOMO energy (spin up / spin down) (eV) = -4.5 / -4.5
- relative energy (zero: lowest compared OMol25 entry of this formula, charge and spin) (kcal per mole) = 54.29
- net charge = -1

***

> Look up the net charge of the third one.

-1